Formula: C2H9NOS
Source: OMol25
Level of theory: ωB97M-V/def2-TZVPD

Structure (XYZ):
```
14
Properties=species:S:1:pos:R:3:forces:R:3
C 0.1200 -0.6540 2.0814 -1.4 -0.3 -0.2
S 1.2480 0.6989 1.8587 0.7 0.5 -0.2
H 0.2777 -1.1191 3.0382 0.4 -0.2 0.3
H 0.2356 -1.4156 1.3094 0.1 -0.1 0.0
H -0.9345 -0.3357 2.1289 0.4 0.1 -0.2
H 0.4235 1.6027 1.3142 -0.2 0.0 0.3
N 0.2542 1.1250 -1.5174 -1.6 0.1 -0.1
C 0.0507 -0.3021 -1.7443 1.3 -0.8 -0.5
O -1.2406 -0.5386 -1.3382 -0.5 0.3 0.3
H 0.1250 1.4217 -0.5577 0.4 0.1 0.4
H -0.2471 1.7455 -2.1633 0.5 0.1 -0.1
H 0.7956 -0.8660 -1.1846 0.0 0.1 0.0
H 0.1513 -0.5118 -2.8047 -0.1 0.1 0.0
H -1.2592 -0.8510 -0.4205 -0.1 0.0 0.0
```
Positions in Å, forces in eV/Å.

Its charge is +1. As for the gap between HOMO and LUMO (alpha / beta): 0.373 / 0.158 hartree. The value obtained for the relative energy (zero: lowest compared OMol25 entry of this formula, charge and spin) is 0.762 eV. Its largest force on an atom is 1.6 eV/Å. Its expectation value of S² is 0.756. The multiplicity is 2. The value obtained for the highest occupied orbital energy (alpha / beta) is -0.50134 / -0.49116 hartree. The value obtained for the LUMO energy (alpha / beta) is -0.128 / -0.333 hartree.

Formula: C16H29OY
Source: OMol25
Level of theory: ωB97M-V/def2-TZVPD

Structure (XYZ):
```
47
Properties=species:S:1:pos:R:3:forces:R:3
C -0.4610 -2.1680 -1.2182 0.0 -0.4 -0.2
H -0.9573 -2.8821 -0.5200 0.2 0.5 -0.8
H -0.8664 -2.2389 -2.2478 0.0 -0.3 0.7
H -0.8268 -1.1496 -0.9806 -0.2 -0.1 -0.3
C 1.0707 -2.4234 -1.2667 0.3 0.1 0.9
H 1.7293 -1.5195 -1.2960 -0.5 0.0 -0.4
H 1.3999 -2.9251 -0.3448 -0.2 0.0 0.0
C 1.4487 -3.3582 -2.4117 0.4 -0.1 -0.3
H 2.5083 -3.5969 -2.4258 0.2 0.2 0.2
H 0.9572 -4.3251 -2.3514 -0.4 0.0 0.2
H 1.2280 -2.9344 -3.3837 -0.2 0.2 -0.2
C 0.5138 2.3686 0.2428 -0.5 0.0 -0.7
C 1.4280 1.8488 -0.7250 -0.6 0.2 -0.1
C 0.6704 1.3062 -1.8046 -0.2 0.0 0.6
C -0.7064 1.4730 -1.4933 0.1 -0.2 0.4
C -0.8122 2.1098 -0.2274 0.6 0.1 -0.3
C -2.0695 2.4711 0.4697 -0.6 0.5 0.2
C -1.8522 1.0849 -2.3570 -0.5 0.0 -0.6
C 1.1866 0.6780 -3.0497 0.3 0.0 -0.6
C 2.9031 1.8343 -0.5834 0.7 0.2 -0.1
C 0.8383 2.9850 1.5491 0.3 0.4 0.5
Y 0.2239 0.0067 0.4397 0.8 -0.2 -0.6
H -2.7853 0.9630 -1.7790 0.4 -0.2 -0.3
H -2.0694 1.8769 -3.0938 0.1 -0.2 0.3
H -1.6321 0.1903 -2.9649 -0.2 0.2 0.4
H -2.9296 1.8892 0.1105 0.3 0.1 0.3
H -1.9576 2.3691 1.5570 -0.3 0.0 -0.2
H -2.3251 3.5251 0.2832 0.1 -0.2 0.1
H 1.7982 2.6124 1.9184 -0.1 0.1 0.2
H 0.9435 4.0779 1.4906 0.0 -0.2 -0.1
H 0.0425 2.7985 2.2814 0.3 0.0 0.0
H 3.3588 1.1191 -1.2789 0.0 0.0 0.4
H 3.3648 2.8064 -0.8252 -0.3 -0.2 0.1
H 3.1983 1.6293 0.4565 0.2 -0.1 -0.3
H 0.5554 -0.1560 -3.4041 0.4 0.2 0.2
H 1.2063 1.4002 -3.8827 -0.1 -0.1 0.3
H 2.2282 0.3575 -2.9167 -0.3 -0.2 -0.2
C -0.1479 -2.1799 4.1435 -0.5 -0.2 0.6
C -1.0104 -1.2579 3.3479 0.5 1.1 -0.8
C -2.4573 -1.1935 3.6767 0.2 -0.3 0.5
O -0.5522 -0.5301 2.4090 -0.4 -1.3 1.3
H -0.7697 -2.4975 4.9760 0.2 -0.2 0.1
H 0.7498 -1.7389 4.6015 -0.1 0.0 -0.7
H 0.0670 -3.1085 3.5916 0.2 0.4 -0.1
H -2.8092 -0.1650 3.8206 0.1 -0.1 -0.3
H -3.0218 -1.6743 2.8662 0.0 0.2 0.1
H -2.5996 -1.7585 4.6006 -0.4 0.2 -0.3
```
Positions in Å, forces in eV/Å.

Its charge is +2. As for the gap between HOMO and LUMO: 0.284 hartree. Its largest force on an atom is 1.8 eV/Å. The value obtained for the highest occupied orbital energy is -0.55231 hartree. The value obtained for the LUMO energy is -0.269 hartree.